{"formula": "C19H24FNO2", "method": "the ωB97M-V functional and the def2-TZVPD basis", "elements": ["F", "O", "O", "N", "C", "C", "C", "C", "C", "C", "C", "C", "C", "C", "C", "C", "C", "C", "C", "C", "C", "C", "C", "H", "H", "H", "H", "H", "H", "H", "H", "H", "H", "H", "H", "H", "H", "H", "H", "H", "H", "H", "H", "H", "H", "H", "H"], "xyz": [[0.925, -1.879, -3.741], [-2.206, -3.419, 1.549], [1.505, 3.182, -1.621], [0.451, 0.891, 1.111], [1.391, -2.830, -1.638], [-0.514, 1.182, 2.158], [-1.634, 0.173, 2.173], [-0.068, 1.154, -0.222], [3.296, 4.681, -0.829], [2.418, 4.190, -1.981], [-3.931, -0.407, 2.549], [-2.369, -2.098, 1.864], [0.475, -2.356, -2.560], [0.984, 0.869, -1.290], [-1.331, -2.842, -1.091], [-0.882, -2.351, -2.304], [-0.434, -3.317, -0.144], [-3.663, -1.719, 2.222], [-2.923, 0.543, 2.520], [0.927, -3.306, -0.426], [-1.358, -1.149, 1.849], [2.085, 1.926, -1.343], [-0.926, -3.868, 1.174], [1.440, -0.102, -1.092], [3.864, 5.549, -1.151], [3.994, 3.910, -0.513], [2.804, 1.665, -2.134], [-2.388, -2.853, -0.875], [0.494, 0.837, -2.263], [-0.194, -3.659, 1.966], [2.632, 1.954, -0.389], [-4.935, -0.119, 2.822], [-0.419, 2.193, -0.337], [-3.141, 1.572, 2.769], [2.674, 4.961, 0.017], [3.056, 3.841, -2.808], [-0.924, 0.488, -0.373], [0.013, 1.129, 3.118], [1.629, -3.673, 0.308], [-0.943, 2.196, 2.066], [2.444, -2.818, -1.872], [-1.035, -4.956, 1.092], [-0.347, -1.395, 1.568], [-4.437, -2.471, 2.233], [-1.568, -1.973, -3.045], [1.794, 5.012, -2.343], [1.278, 1.461, 1.259]], "mulliken_charge": [-0.404, -0.440, -0.298, -0.200, -0.520, -1.208, 0.158, -0.754, -1.128, -0.298, -0.556, 0.411, 0.413, -0.257, -0.232, -0.450, 0.025, -0.726, -0.951, -0.407, 0.582, -0.763, -0.674, -0.004, 0.409, 0.300, 0.412, 0.432, 0.348, 0.405, 0.244, 0.370, 0.407, 0.399, 0.289, 0.335, 0.444, 0.366, 0.385, 0.396, 0.431, 0.334, 0.514, 0.455, 0.464, 0.302, 0.241], "total_charge": 0, "de_lowest_kcal_mol": 41.1, "max_force_ev_per_a": 0.46, "gap_ev": 9.3, "smiles": "CCOCCCNCc1cccc(OCc2ccc(F)cc2)c1", "total_energy_ev": -28394.548}